Formula: C4H12N2
Source: the OMol25 dataset
Level of theory: ωB97M-V/def2-TZVPD

```
18
Properties=species:S:1:pos:R:3
C -1.82 3.28 1.53
C -1.54 1.95 1.31
N -0.46 1.46 0.65
H -1.42 4.21 1.03
H -2.12 3.67 2.54
H -2.21 1.30 1.97
H 0.31 2.21 0.77
H 0.02 0.60 0.86
C 1.65 -1.83 -2.09
N 0.58 -1.31 -1.22
C 0.41 -1.99 0.09
H 2.58 -1.70 -1.61
H 1.48 -3.01 -2.25
H 1.78 -1.26 -3.06
H -0.28 -1.39 -1.79
H 0.39 -3.06 0.04
H -0.51 -1.55 0.49
H 1.17 -1.59 0.74
```

## Properties
Structure (SMILES): C=CN.CNC
Total charge: 0
Frontier orbital gap in eV: 8.78
ΔE to the lowest compared entry with this formula, charge and spin in kJ/mol: 288.1
HOMO level in eV: -7.9

How positive or negative is each atom? The natural (NBO) charges in e answer that: -0.574 0.024 -0.813 0.191 0.210 0.188 0.378 0.395 -0.412 -0.628 -0.422 0.188 0.149 0.210 0.351 0.180 0.199 0.187